(1)
{"formula": "C19H28N6O2Zr", "method": "wB97M-V/def2-TZVPD", "elements": ["N", "C", "C", "H", "H", "H", "N", "C", "C", "H", "H", "H", "N", "C", "C", "H", "H", "H", "Zr", "C", "O", "C", "O", "C", "C", "C", "C", "C", "C", "H", "H", "H", "H", "H", "H", "C", "N", "C", "C", "N", "N", "C", "C", "H", "H", "H", "H", "H", "H", "H", "H", "H", "H", "H", "H", "H"], "xyz": [[-0.34712, -1.34230, -2.18987], [-0.37246, -2.43792, -2.57670], [-0.18244, -3.78161, -3.04555], [0.42994, -3.74461, -3.96161], [-1.16026, -4.22488, -3.28080], [0.31860, -4.36572, -2.25670], [-2.13960, -1.67515, 2.96488], [-3.13574, -1.08750, 3.12082], [-4.31033, -0.34550, 3.54540], [-5.21556, -0.71836, 3.05533], [-4.15457, 0.72707, 3.34042], [-4.40078, -0.49746, 4.63262], [0.45248, 2.67039, -1.02296], [0.96006, 3.70135, -0.86632], [1.66240, 4.93848, -0.91594], [2.19279, 5.08869, 0.03181], [0.93714, 5.74764, -1.07976], [2.38046, 4.89357, -1.74905], [-0.94905, 0.90041, -1.15229], [-1.03680, 1.79277, 1.13208], [-0.82356, 2.43093, 2.07633], [-0.92143, -3.67124, 1.70316], [-1.70145, -4.20053, 1.05873], [-2.75708, -0.01956, -2.12194], [-2.16886, 0.89490, -3.02604], [-2.00203, 2.24442, -2.63294], [-2.39997, 2.65865, -1.35167], [-2.89885, 1.72802, -0.42153], [-3.06148, 0.37604, -0.79960], [-2.93657, -1.05778, -2.40845], [-1.83084, 0.60097, -4.02606], [-1.62448, 2.98954, -3.33688], [-2.34247, 3.70938, -1.04995], [-3.28380, 2.08113, 0.53586], [-3.42280, -0.32344, -0.04557], [1.21956, -1.42467, 2.93142], [2.15989, -1.21365, 1.83451], [3.25060, -2.17536, 1.80014], [1.76053, -0.54256, 0.70034], [0.48664, -0.25493, 0.49716], [2.74533, -0.20465, -0.17347], [4.07506, 0.12352, 0.28271], [2.47411, 0.12550, -1.56032], [1.75037, -1.88717, 3.78205], [0.38875, -2.10201, 2.65217], [0.83814, -0.44789, 3.25743], [3.45607, -2.50795, 0.77996], [4.16228, -1.75969, 2.24708], [2.97873, -3.05973, 2.38869], [-0.05733, -0.60187, 1.29937], [4.41695, 1.05073, -0.19080], [4.11278, 0.27310, 1.36369], [4.76592, -0.67528, -0.00666], [1.68528, -0.52262, -1.96031], [2.17975, 1.17794, -1.67102], [3.39710, -0.05155, -2.13343]], "lowdin_charge": [0.104, -0.124, 0.030, 0.138, 0.130, 0.132, 0.146, -0.236, -0.042, 0.102, 0.083, 0.121, 0.082, -0.086, 0.050, 0.140, 0.140, 0.148, 1.729, -0.001, 0.251, -0.005, 0.049, -0.080, -0.082, -0.074, -0.089, -0.151, -0.086, 0.166, 0.182, 0.181, 0.181, 0.165, 0.172, -0.049, -0.118, -0.019, -0.387, 0.032, -0.132, -0.022, -0.040, 0.128, -0.001, 0.100, 0.106, 0.112, 0.116, 0.033, 0.112, 0.110, 0.118, 0.043, 0.060, 0.131], "lumo_ev": [-16.83, -16.86], "relative_energy_kj_mol": 401.5, "total_energy_ha": -1265.18198, "orbital_gap_ev": [3.05, 2.99], "homo_ev": [-19.87, -19.85], "charge": 4, "spin_multiplicity": 1}

(2)
{"formula": "C4H6N2O", "method": "wB97M-V/def2-TZVPD", "elements": ["N", "C", "C", "C", "N", "C", "O", "H", "H", "H", "H", "H", "H"], "xyz": [[1.57591, 0.89143, 0.62617], [0.11828, 0.58636, 0.63238], [-0.25851, -0.74416, 1.08568], [-0.70183, -1.44594, 0.01275], [-0.85631, -0.54887, -1.05164], [-0.45960, 0.68043, -0.62660], [-0.53446, 1.70420, -1.50092], [1.87549, -0.00474, 0.22353], [1.88691, 0.75282, 1.58495], [-0.02929, -1.11223, 2.08752], [-0.89210, -2.50363, -0.11199], [-1.12899, -0.76064, -2.00118], [-0.59549, 2.50497, -0.96067]], "lowdin_charge": [0.050, -0.284, -0.090, -0.118, 0.101, -0.365, 0.090, 0.075, 0.057, 0.101, 0.103, 0.158, 0.123], "lumo_ev": 0.85, "relative_energy_kj_mol": 262.3, "total_energy_ha": -340.69499, "orbital_gap_ev": 8.54, "homo_ev": -7.69, "spin_multiplicity": 1, "smiles": "Nc1cc[nH]c1O"}

(3)
{"formula": "C2H7N3", "method": "wB97M-V/def2-TZVPD", "elements": ["H", "N", "C", "N", "N", "C", "H", "H", "H", "H", "H", "H"], "xyz": [[0.23193, 1.55403, 1.97335], [0.23364, 1.44220, 0.96114], [0.33499, 0.18634, 0.64266], [1.33733, -0.64706, 1.04208], [-0.68786, -0.37662, -0.11974], [-0.97603, 0.13345, -1.45331], [1.78040, -1.39891, 0.53556], [1.85669, -0.49086, 1.89388], [-1.09193, -1.28100, 0.03382], [-0.15663, 0.78594, -1.75583], [-1.91057, 0.70369, -1.48646], [-0.95196, -0.61120, -2.26712]], "lowdin_charge": [0.031, 0.055, -0.579, 0.128, -0.040, -0.118, 0.094, 0.095, 0.113, 0.075, 0.074, 0.075], "lumo_ev": 0.90, "relative_energy_kj_mol": 174.6, "total_energy_ha": -244.60886, "orbital_gap_ev": 8.54, "homo_ev": -7.64, "spin_multiplicity": 1, "smiles": "[H]/N=C(\\N)NC"}